1.
A structure of composition C25H18BrCrN3O8S2 in a non-equilibrium geometry, computed with the ωB97M-V functional and the def2-TZVPD basis.

Structure (ORCA input):
```
! wB97M-V def2-TZVPD RIJCOSX def2/J DEFGRID3
* xyz -1 4
Cr 0.278 0.444 -0.268
O 4.536 0.319 2.654
C 3.709 0.865 3.590
C 4.133 1.290 4.839
C 3.203 1.824 5.723
C 1.870 1.930 5.362
C 1.459 1.506 4.103
C 2.368 0.972 3.208
C 1.984 0.529 1.814
O 0.692 0.864 1.484
N 2.153 -0.961 1.755
N 1.480 -1.372 0.537
C 0.602 -2.261 0.765
C -0.234 -2.789 -0.315
Br 0.152 -2.166 -2.061
C -1.311 -3.521 -0.052
C -2.336 -3.949 -1.024
C -2.079 -4.948 -1.957
C -3.060 -5.314 -2.865
C -4.293 -4.678 -2.850
C -4.543 -3.673 -1.927
C -3.572 -3.306 -1.006
H 5.468 0.397 2.873
H 5.178 1.202 5.116
H 3.530 2.157 6.701
H 1.152 2.350 6.054
H 0.429 1.597 3.783
H 2.696 0.984 1.116
H 3.141 -1.085 1.527
H 0.426 -2.654 1.764
H -1.492 -3.731 0.999
H -1.109 -5.429 -1.972
H -2.859 -6.092 -3.591
H -5.055 -4.959 -3.566
H -5.494 -3.155 -1.925
H -3.753 -2.490 -0.316
O -3.632 -0.001 -0.097
C -2.477 0.344 -0.233
O -1.445 -0.299 0.210
C -2.077 1.627 -1.015
O -2.868 2.396 -1.495
O -0.769 1.755 -1.102
O 6.375 -0.069 0.450
S 5.662 -0.507 -0.721
O 5.873 -1.853 -1.172
N 4.051 -0.208 -0.557
C 3.641 0.694 -1.395
S 2.086 1.376 -1.563
C 4.709 1.229 -2.316
C 4.612 2.181 -3.318
C 5.762 2.503 -4.027
C 6.979 1.890 -3.742
C 7.077 0.937 -2.735
C 5.922 0.631 -2.044
H 3.662 2.651 -3.530
H 5.711 3.243 -4.815
H 7.860 2.159 -4.310
H 8.016 0.455 -2.503
*
```

Results
⟨S²⟩: 3.782
lowest unoccupied orbital energy (alpha / beta): 0.076 / 0.078 Eh

---

2.
A structure of composition C25H18BrILiOP, computed with the ωB97M-V functional and the def2-TZVPD basis.

Structure (ORCA input):
```
! wB97M-V def2-TZVPD RIJCOSX def2/J DEFGRID3
* xyz 0 1
Li -1.225 0.930 1.932
O 0.594 1.874 3.499
C 0.342 0.752 3.050
C 1.425 -0.284 3.095
C 2.590 -0.121 3.835
C 3.580 -1.084 3.796
C 3.387 -2.242 3.056
C 2.216 -2.430 2.341
C 1.232 -1.447 2.347
P -0.296 -1.487 1.343
C -0.130 -3.161 0.605
C -0.303 -4.247 1.464
C -0.249 -5.539 0.979
C -0.045 -5.763 -0.374
C 0.081 -4.690 -1.239
C 0.031 -3.394 -0.757
C 0.277 -0.468 -0.065
C -0.653 0.257 -0.808
C -0.241 1.044 -1.869
C 1.105 1.131 -2.190
C 2.033 0.414 -1.455
C 1.623 -0.395 -0.412
H 2.705 0.785 4.412
H 4.509 -0.931 4.324
H 4.158 -3.000 3.024
H 2.085 -3.338 1.768
H -0.459 -4.062 2.520
H -0.367 -6.375 1.652
H 0.008 -6.772 -0.755
H 0.222 -4.858 -2.297
H 0.133 -2.560 -1.437
H -1.708 0.169 -0.566
H -0.962 1.597 -2.453
H 1.422 1.756 -3.011
H 3.083 0.487 -1.696
H 2.350 -0.964 0.152
Br -2.170 6.777 0.114
C -2.578 5.659 -1.360
C -2.784 6.236 -2.607
C -3.106 5.445 -3.694
C -3.224 4.074 -3.537
C -3.022 3.497 -2.295
C -2.693 4.283 -1.203
I -2.393 3.360 0.694
H -2.691 7.306 -2.713
H -3.279 5.901 -4.658
H -3.478 3.448 -4.378
H -3.134 2.430 -2.172
*
```

Results
lowest unoccupied orbital energy: -0.013 Eh